No. 1
9
Properties=species:S:1:pos:R:3:nbo_charge:R:1 method="wB97M-V/def2-TZVPD" homo_ha="-0.3526 / -0.3522" total_charge=0 orbital_gap_ev="7.479 / 7.468"
H 2.27154 -0.13921 1.18347 0.49
O -1.77919 -1.56394 -1.02794 -0.87
S 1.77331 -1.58730 -0.42634 0.21
H -0.72809 0.64193 -1.13039 0.39
O 2.19772 -0.07148 0.21860 -0.85
H -0.05232 0.95679 0.41119 0.41
S -0.97191 -1.15496 0.06444 2.09
N -0.93049 0.56647 -0.11123 -1.00
O -1.17859 -1.41651 1.43168 -0.87

***

No. 2
8
Properties=species:S:1:pos:R:3:nbo_charge:R:1 method="wB97M-V/def2-TZVPD" homo_ha=-0.3557 total_charge=0 smiles="O=[SiH2].O=NO" orbital_gap_ev=8.624
H -0.50158 -1.52685 1.51935 -0.23
H 0.03249 0.82864 1.57122 -0.23
O 2.81119 1.25408 -3.09796 -0.31
N 1.94335 0.91488 -2.35286 0.32
O -0.50554 -0.23223 -0.75254 -1.19
H 0.16708 0.27162 -2.25063 0.52
Si -0.32165 -0.31046 0.74419 1.67
O 0.77866 0.55879 -2.97505 -0.55

***

No. 3
8
Properties=species:S:1:pos:R:3:nbo_charge:R:1 method="wB97M-V/def2-TZVPD" homo_ha=-0.3687 total_charge=0 smiles=OONOO orbital_gap_ev=10.996
H -0.31964 1.40644 1.32081 0.38
O -1.81464 -0.70641 -0.12790 -0.50
O 0.48014 1.04953 -0.50953 -0.16
O 1.37811 0.02471 -0.14091 -0.45
O -1.70695 0.75999 -0.19448 -0.12
H -2.77938 -0.82764 -0.29193 0.46
H 1.37637 -0.51537 -0.91086 0.46
N -0.61418 1.23043 0.35822 -0.07

***

No. 4
6
Properties=species:S:1:pos:R:3:nbo_charge:R:1 method="wB97M-V/def2-TZVPD" homo_ha="-0.2996 / -0.3639" total_charge=0 orbital_gap_ev="8.684 / 9.401"
H 1.09864 1.64206 0.04647 0.39
H 0.99657 0.40705 -1.08948 0.40
S -0.90746 0.52854 0.22800 1.11
N 0.72436 0.73135 -0.17207 -1.04
O -1.26879 -0.80690 -0.22861 -0.85
H -0.64332 -2.50209 1.21569 0.00

***

Values of relative energy (zero: lowest compared OMol25 entry of this formula, charge and spin), in order: 39.2; 32.9; 48.3; 69.4, all in kcal/mol.